DFT (ωB97M-V/def2-TZVPD) results for a structure of composition C8H12O.

Computed properties:
Energy above the lowest of the compared OMol25 structures with the same formula, charge and spin in kJ/mol: 297.3
Spin multiplicity: 1
Gap between HOMO and LUMO in eV: 8.2

Each line ends with the natural charge from an NBO analysis.
Element x y z (Å)
C  -1.08  -0.45  0.81  -0.16
H  -2.04  -0.13  1.21  0.21
H  -0.06  2.00  2.31  0.22
H  -0.96  1.17  -1.50  0.20
C  1.39  0.08  0.98  -0.64
O  0.50  -3.09  -1.08  -0.51
H  1.56  -0.08  2.05  0.22
C  0.16  -0.59  -2.01  -0.55
C  -0.11  -2.14  -0.71  0.66
C  -0.35  1.89  1.26  -0.64
C  -0.01  0.67  -1.41  -0.33
H  1.17  -0.90  -2.26  0.22
H  -1.87  -2.39  0.34  0.25
H  0.22  2.64  0.70  0.21
H  -1.41  2.14  1.17  0.21
H  1.65  -0.84  0.47  0.22
H  -0.60  -0.95  -2.69  0.22
H  2.08  0.86  0.66  0.21
C  -1.02  -1.72  0.26  -0.47
H  0.85  1.31  -1.31  0.21
C  -0.05  0.50  0.76  0.02